[1]
DFT (the ωB97M-V functional and the def2-TZVPD basis) results for a cluster of 2 separate species, C5H16N2O in total.

Geometry as XYZ:
```
24
Properties=species:S:1:pos:R:3:forces:R:3
C 1.53591 -1.74855 1.05126 1.7 -0.7 -0.8
N 0.90586 -0.40767 1.06786 0.8 -0.7 -0.8
C 2.07846 0.82884 -0.85813 0.3 1.2 0.5
C 0.80770 0.14672 -0.37461 0.9 -0.8 0.5
C -0.38689 1.08925 -0.37340 -3.5 -2.8 -2.0
N -1.57160 0.27059 0.19320 1.4 1.2 0.1
C -2.70180 1.10815 0.59747 0.6 -1.3 0.5
H 0.92386 -2.31483 0.30523 0.8 0.0 0.8
H 1.63703 -2.33110 2.01702 -0.9 1.1 -0.7
H 2.67723 -1.74830 0.72918 -2.1 0.2 0.1
H 1.44571 0.18495 1.70752 -0.3 0.2 -0.7
H 1.93397 1.16367 -1.93852 0.4 -0.1 1.5
H 2.20550 1.65200 -0.11232 0.1 0.2 -1.1
H 3.03980 0.28922 -0.72786 -0.9 -0.3 -0.4
H 0.65128 -0.70437 -1.09573 -0.3 0.7 1.3
H -0.32424 2.04886 -0.00379 0.9 1.9 2.3
H -0.83202 1.44627 -1.36842 1.1 -1.2 0.4
H -1.20305 -0.27947 0.99758 -0.2 0.8 -0.6
H -2.36649 1.75138 1.40785 -0.5 0.1 0.6
H -2.97060 1.77719 -0.19524 -0.5 0.1 -0.7
H -3.52226 0.39095 0.86088 0.4 1.1 0.0
H -1.52425 -1.06822 -0.73729 -0.5 0.7 1.0
H -1.17933 -1.62374 -2.03988 0.0 -0.8 0.4
O -1.25977 -1.92180 -1.10985 0.2 -0.8 -2.0
```
Forces are in eV/Å.

As for the net charge: 0. As for the orbital gap: 9.692 eV. The energy relative to the best compared isomer or geometry (same formula, charge and spin) comes out at 2.028 eV. The value obtained for the HOMO energy is -8.8 eV. The multiplicity is 1.

[2]
DFT (the ωB97M-V functional and the def2-TZVPD basis) results for an isolated molecule of C12H16N4O3S.

Geometry as XYZ:
```
36
Properties=species:S:1:pos:R:3:forces:R:3
C 2.67783 1.50056 -2.57882 0.1 0.1 -0.1
C 1.45824 1.00327 -2.64564 -0.1 -0.2 0.0
C 1.15309 -0.44373 -2.37246 0.3 0.2 -0.4
N 0.51497 -0.57755 -1.08335 -0.5 -0.2 0.4
C -0.79391 -0.45661 -0.78307 0.2 -0.1 0.2
N -1.04705 -0.55217 0.51386 0.0 0.0 0.3
C 0.16347 -0.71793 1.08514 0.7 0.0 -1.2
C 1.16534 -0.73851 0.12333 -0.3 0.0 0.8
C 2.53969 -0.93649 0.45934 -0.4 0.0 0.0
O 3.50465 -1.00188 -0.27469 0.3 0.0 -0.2
N 2.67133 -1.06616 1.84385 0.5 0.0 0.1
C 1.71269 -1.03975 2.84030 -0.1 0.0 0.0
O 2.01009 -1.16998 4.00581 0.2 0.0 0.3
N 0.41428 -0.85913 2.41544 0.0 0.0 0.1
C -0.66960 -0.81441 3.37078 -0.2 0.0 0.2
H -0.23609 -0.87653 4.36684 -0.1 0.0 -0.1
H -1.34712 -1.65194 3.20296 0.0 0.0 0.0
H -1.22128 0.11759 3.25137 0.0 0.0 0.0
H 3.61667 -1.20886 2.18213 -0.2 0.0 0.0
S -2.00301 -0.26815 -2.00957 -0.3 -0.1 -0.4
C -3.43360 0.14851 -0.96112 0.3 0.3 -0.1
C -3.68839 1.64530 -0.97530 -0.1 0.0 0.0
O -2.56262 2.30038 -0.44687 0.0 -0.3 0.0
C -2.69742 3.69654 -0.42634 0.0 0.1 0.0
H -3.54537 4.00459 0.19817 0.0 0.0 0.0
H -2.84264 4.09742 -1.43755 0.0 0.0 0.0
H -1.77485 4.09208 -0.00736 0.0 0.1 0.0
H -3.88018 1.98920 -2.00494 0.0 0.0 0.1
H -4.58328 1.86609 -0.36945 0.1 0.0 -0.1
H -4.29202 -0.39262 -1.35393 0.0 0.0 0.0
H -3.16975 -0.19303 0.03798 -0.2 0.0 0.0
H 0.47603 -0.84805 -3.13099 0.1 -0.1 0.1
H 2.07877 -1.02200 -2.34078 -0.2 0.0 -0.1
H 0.60005 1.62545 -2.86011 -0.1 0.2 0.0
H 2.87878 2.54346 -2.75569 0.0 0.2 0.0
H 3.52382 0.87741 -2.33961 0.1 -0.2 0.1
```
Forces are in eV/Å.

As for the net charge: 0. As for the orbital gap: 8.486 eV. The energy relative to the best compared isomer or geometry (same formula, charge and spin) comes out at 0.000 eV. The value obtained for the HOMO energy is -8.0 eV. The multiplicity is 1.

Question: Which of these has the highest energy relative to the best compared isomer or geometry (same formula, charge and spin)?
Answer: C5H16N2O

Question: Which formula does entry 2 have?
Answer: C12H16N4O3S